Here is a cluster of 2 separate species, CH5N3O2S in total at a distorted geometry from OMol25. Energies are from wB97M-V/def2-TZVPD.

Computed properties:
* strongest force on any atom: 3.7 eV Å⁻¹
* frontier orbital gap: 0.3495 hartree
* LUMO: 0.0271 Ha
* HOMO: -8.8 eV
* E_tot: -753.90300 a.u.

ORCA input file:
```
! RIJCOSX wB97M-V def2-TZVPD def2/J DEFGRID3
* xyz 0 1
C 0.08 2.77 1.86
N 0.01 1.56 1.55
N 0.00 0.51 1.12
N 1.26 -2.00 -2.27
O -0.55 -1.82 -0.88
O 0.04 0.48 -1.90
S 0.69 -0.72 -1.25
H -0.56 3.47 1.33
H 0.63 3.03 2.74
H -1.17 -1.62 -0.22
H 0.53 -2.04 -2.98
H 1.80 -2.85 -2.21
*
```



Here is an isolated molecule of C4H7N3O at a distorted geometry from OMol25. Energies are from wB97M-V/def2-TZVPD.

Computed properties:
* strongest force on any atom: 4.2 eV Å⁻¹
* frontier orbital gap: 0.3507 hartree
* structure (SMILES): [H]/N=C(\N=C/N)C(C)=O
* LUMO: 0.0036 Ha
* HOMO: -9.4 eV
* E_tot: -396.08899 a.u.

ORCA input file:
```
! RIJCOSX wB97M-V def2-TZVPD def2/J DEFGRID3
* xyz 0 1
H 0.20 -2.36 1.40
N 0.67 -1.92 0.66
C 0.16 -0.71 0.50
N -0.70 -0.09 1.50
C -1.73 0.64 1.04
N -2.29 1.00 -0.13
C 0.70 -0.01 -0.66
C 2.19 -0.22 -0.95
O 0.03 0.73 -1.42
H -2.23 1.15 1.90
H -3.04 1.72 -0.13
H -1.68 1.07 -0.97
H 2.36 -1.30 -1.06
H 2.72 -0.09 0.03
H 2.62 0.39 -1.70
*
```



Here is an isolated molecule of C8H14O2Si at a distorted geometry from OMol25. Energies are from wB97M-V/def2-TZVPD.

Computed properties:
* strongest force on any atom: 4.2 eV Å⁻¹
* frontier orbital gap: 0.3489 hartree
* structure (SMILES): CO[C@H]1C(=O)C[C@@H]([SiH3])C=C1C
* LUMO: 0.0255 Ha
* HOMO: -8.8 eV
* E_tot: -753.07113 a.u.

ORCA input file:
```
! RIJCOSX wB97M-V def2-TZVPD def2/J DEFGRID3
* xyz 0 1
C -2.45 0.12 -0.68
O -1.31 0.59 0.01
C -0.21 1.16 -0.64
C 0.58 2.12 0.38
O 0.68 3.31 0.22
C 0.88 1.47 1.67
C 1.13 -0.12 1.54
Si -0.55 -0.99 1.99
C 1.48 -0.43 0.03
C 0.93 0.19 -0.96
C 1.26 0.07 -2.44
H -2.91 0.92 -1.14
H -3.07 -0.42 -0.05
H -2.24 -0.55 -1.54
H -0.56 1.80 -1.63
H 1.79 2.01 2.23
H 0.00 1.70 2.30
H 2.08 -0.34 2.32
H -0.19 -1.75 3.31
H -1.25 -1.73 0.96
H -1.36 0.08 2.59
H 2.22 -1.22 -0.18
H 1.50 -0.97 -2.67
H 2.13 0.59 -2.75
H 0.31 0.45 -2.98
*
```



Here is a structure of composition C40H45F5N5O2P2S2Ti at a distorted geometry from OMol25. Energies are from wB97M-V/def2-TZVPD.

Computed properties:
* strongest force on any atom: 1.9 eV Å⁻¹
* frontier orbital gap: 0.2599 hartree
* LUMO: -0.1197 Ha
* HOMO: -10.3 eV
* E_tot: -4803.25447 a.u.

ORCA input file:
```
! RIJCOSX wB97M-V def2-TZVPD def2/J DEFGRID3
* xyz 1 1
Ti -0.03 -0.20 -0.04
C -4.04 0.93 -2.11
C -3.68 1.56 -0.76
C -3.10 2.95 -0.96
P -2.64 0.30 0.17
C -4.03 -0.94 0.61
C -3.66 -1.68 1.89
C -5.44 -0.39 0.78
C -2.34 0.94 1.85
C -3.17 1.82 2.52
C -3.02 2.02 3.88
C -2.09 1.26 4.57
C -1.24 0.39 3.92
C -1.28 0.27 2.52
N -0.46 -0.50 1.74
C 0.67 -1.22 2.11
C 1.56 -0.84 3.12
C 2.68 -1.60 3.40
C 2.96 -2.75 2.67
C 2.12 -3.11 1.63
C 0.99 -2.37 1.33
P -0.21 -2.71 -0.03
C -1.23 -4.03 0.85
C -0.49 -5.29 1.27
C -2.49 -4.36 0.06
C 0.51 -3.42 -1.62
C -0.66 -3.65 -2.58
C 1.47 -4.61 -1.59
H -4.66 1.62 -2.68
H -3.14 0.72 -2.69
H -4.59 0.00 -1.98
H -4.58 1.67 -0.15
H -2.35 2.96 -1.75
H -3.90 3.62 -1.27
H -2.67 3.35 -0.04
H -4.04 -1.64 -0.23
H -3.92 -1.08 2.76
H -4.22 -2.61 1.95
H -2.60 -1.90 1.94
H -5.47 0.39 1.54
H -5.89 -0.02 -0.14
H -6.07 -1.20 1.14
H -3.95 2.35 1.98
H -3.65 2.72 4.39
H -2.05 1.33 5.65
H -0.55 -0.21 4.49
H 1.39 0.08 3.67
H 3.36 -1.28 4.18
H 3.83 -3.34 2.90
H 2.36 -3.98 1.02
H -1.51 -3.51 1.78
H -0.29 -5.94 0.42
H 0.45 -5.07 1.77
H -1.11 -5.85 1.96
H -2.28 -5.10 -0.70
H -3.26 -4.75 0.71
H -2.88 -3.47 -0.44
H 1.08 -2.57 -2.01
H -1.11 -4.63 -2.44
H -1.42 -2.87 -2.46
H -0.29 -3.60 -3.61
H 1.07 -5.49 -1.09
H 1.68 -4.89 -2.62
H 2.41 -4.33 -1.13
N 5.41 2.95 -4.54
C 4.87 2.20 -3.56
C 3.81 1.33 -3.85
C 3.18 0.64 -2.84
C 3.61 0.78 -1.54
C 4.72 1.56 -1.23
C 5.35 2.26 -2.24
S 2.69 0.00 -0.26
O 3.54 -0.60 0.72
O 1.71 -0.93 -0.91
N 1.56 0.94 0.39
C 1.86 1.95 1.24
N 3.02 2.58 1.07
C 3.26 3.61 1.87
C 2.38 3.99 2.87
C 1.21 3.25 2.97
N 0.93 2.24 2.16
H 4.96 2.99 -5.44
H 6.10 3.65 -4.33
H 3.48 1.21 -4.87
H 2.35 -0.04 -3.05
H 5.07 1.60 -0.22
H 6.21 2.87 -2.01
H 4.19 4.13 1.69
H 2.58 4.82 3.52
H 0.45 3.47 3.71
F 1.98 5.50 -2.43
C 1.36 4.32 -2.44
C 0.70 3.86 -1.30
F 0.65 4.59 -0.19
C 0.10 2.61 -1.34
F -0.56 2.14 -0.22
C 0.13 1.77 -2.45
S -0.57 0.20 -2.40
C 0.75 2.29 -3.60
F 0.80 1.54 -4.70
C 1.36 3.53 -3.59
F 1.99 3.96 -4.68
*
```



Here is a structure of composition C22H43BNNaO12 at a distorted geometry from OMol25. Energies are from wB97M-V/def2-TZVPD.

Computed properties:
* strongest force on any atom: 4.8 eV Å⁻¹
* frontier orbital gap: 0.1885 hartree
* LUMO: -0.1175 Ha
* HOMO: -8.3 eV
* E_tot: -2008.91037 a.u.

ORCA input file:
```
! RIJCOSX wB97M-V def2-TZVPD def2/J DEFGRID3
* xyz 0 1
Na 1.04 -1.77 -0.65
O -6.11 4.32 -8.97
C -6.18 3.58 -7.98
O -5.18 3.15 -7.29
B -5.61 1.95 -6.54
O -7.07 2.06 -6.53
C -7.46 2.95 -7.41
O -8.60 3.24 -7.72
O -5.01 1.90 -5.20
C -4.36 0.73 -5.03
O -3.75 0.30 -4.00
C -4.40 -0.09 -6.38
O -5.05 0.73 -7.23
O -3.92 -1.17 -6.62
C -0.06 -6.74 -3.61
C -0.41 -6.68 -2.06
C -0.65 -8.08 -1.47
O 0.75 -6.15 -1.45
H 0.84 -7.27 -3.90
H 0.22 -5.76 -4.00
H -0.96 -6.99 -4.17
H -1.27 -6.01 -1.97
H -0.60 -8.07 -0.38
H 0.10 -8.84 -1.71
H -1.66 -8.38 -1.76
H 1.40 -6.82 -1.64
C -2.57 -2.88 5.44
C -2.86 -2.74 3.94
C -4.19 -1.99 3.58
O -1.78 -1.99 3.44
H -2.80 -1.95 5.96
H -1.55 -3.23 5.59
H -3.26 -3.59 5.90
H -2.85 -3.73 3.49
H -4.24 -2.05 2.49
H -4.18 -0.98 3.99
H -5.11 -2.48 3.91
H -1.98 -1.06 3.52
C 5.94 -1.56 -2.15
C 5.53 -1.37 -3.62
C 5.51 -2.63 -4.45
O 4.17 -1.07 -3.54
H 5.30 -2.29 -1.65
H 5.90 -0.62 -1.60
H 7.00 -1.81 -2.04
H 6.13 -0.64 -4.16
H 5.22 -2.49 -5.49
H 4.87 -3.36 -3.96
H 6.51 -3.05 -4.51
H 3.79 -0.54 -4.24
C 3.71 4.02 3.97
C 2.44 3.05 4.05
C 1.70 3.42 5.36
C 0.86 4.67 5.16
C -0.13 4.50 4.05
C 0.56 4.16 2.71
N 1.52 3.05 2.86
O 2.13 2.64 1.68
C -0.60 3.67 1.78
C 1.22 5.38 2.06
C 3.02 1.65 4.32
H 4.52 3.57 3.40
H 4.00 4.36 4.97
H 3.52 4.93 3.39
H 1.00 2.65 5.70
H 2.41 3.60 6.17
H 1.48 5.57 5.12
H 0.26 4.82 6.05
H -0.57 5.48 3.89
H -1.01 3.92 4.33
H -0.43 3.44 0.72
H -1.08 2.73 2.06
H -1.43 4.37 1.70
H 1.77 5.15 1.15
H 0.43 6.06 1.72
H 1.82 5.95 2.77
H 2.24 0.99 4.69
H 3.80 1.65 5.08
H 3.49 1.30 3.40
H 2.81 3.31 1.56
*
```



Here is a cluster of 2 separate species, C6H10S2 in total at a distorted geometry from OMol25. Energies are from wB97M-V/def2-TZVPD.

Computed properties:
* strongest force on any atom: 6.3 eV Å⁻¹
* frontier orbital gap: 0.3033 hartree
* LUMO: 0.0020 Ha
* HOMO: -8.2 eV
* E_tot: -1030.84310 a.u.

ORCA input file:
```
! RIJCOSX wB97M-V def2-TZVPD def2/J DEFGRID3
* xyz 0 1
C -0.09 -0.63 0.01
C 0.80 0.25 -0.02
C -2.09 0.09 -0.10
C -0.37 -2.06 0.12
C 2.24 -0.12 0.16
C 0.63 1.71 -0.37
S -3.18 -0.98 -0.69
S -2.42 1.65 0.53
H 0.44 -2.77 -0.18
H -1.38 -2.31 -0.40
H -0.36 -2.31 1.24
H 2.77 0.40 -0.65
H 2.50 0.45 1.19
H 2.27 -1.21 0.28
H 0.84 2.25 0.67
H -0.35 1.85 -0.77
H 1.42 1.97 -1.17
H -3.68 1.77 0.13
*
```